# 1
Molecular formula: C34H84O12
Method: DFT, the ωB97M-V functional and the def2-TZVPD basis

The geometry in XYZ format:
```
130
Properties=species:S:1:pos:R:3:lowdin_charge:R:1
C -2.251 -7.088 0.915 0.031
O -2.496 -5.551 0.688 -0.164
C -1.838 -4.786 1.636 -0.400
C -1.608 -3.637 1.142 -0.320
O -1.007 -2.790 2.119 -0.151
C -0.737 -1.516 1.558 -0.128
H -2.646 -7.393 1.874 0.088
H -1.306 -7.285 0.505 0.071
H -2.944 -7.544 0.265 0.058
H -0.892 -5.238 1.848 0.124
H -2.162 -4.778 2.813 0.197
H -2.632 -3.206 0.563 0.211
H -0.742 -3.637 0.407 0.159
H -0.373 -0.808 2.435 0.106
H -1.514 -0.805 1.154 0.088
H 0.103 -1.381 0.928 0.056
C -1.655 2.966 -3.434 -0.100
O -0.699 3.274 -2.477 -0.132
C -0.756 2.424 -1.275 -0.195
C 0.308 2.706 -0.425 -0.250
O 0.106 1.924 0.751 -0.173
C 1.239 2.147 1.723 -0.047
H -1.558 2.227 -4.155 0.062
H -1.526 3.745 -4.060 0.065
H -2.443 2.882 -2.813 0.062
H -0.707 1.356 -1.437 0.125
H -1.750 2.398 -0.705 0.155
H 0.544 3.630 -0.055 0.120
H 0.989 2.333 -1.019 0.062
H 0.992 1.738 2.709 0.065
H 1.498 3.123 2.054 0.065
H 2.177 1.571 1.371 0.091
C 4.814 1.383 3.894 -0.119
O 5.753 1.801 2.934 -0.210
C 5.229 1.844 1.632 -0.291
C 6.220 2.371 0.837 -0.300
O 5.775 2.650 -0.453 -0.164
C 6.856 2.953 -1.331 -0.058
H 3.746 1.902 3.795 0.110
H 5.047 1.577 4.963 0.071
H 4.841 0.062 3.710 0.164
H 4.217 2.485 1.646 0.153
H 4.829 0.749 1.249 0.163
H 7.206 1.760 0.974 0.175
H 6.490 3.404 1.162 0.152
H 6.465 2.542 -2.227 0.082
H 7.723 2.628 -1.127 0.013
H 7.042 4.003 -1.335 0.095
C 0.527 0.444 7.886 -0.118
O 0.421 -0.455 6.813 -0.112
C 1.340 -0.281 5.830 -0.340
C 1.342 -1.289 4.954 -0.180
O 2.230 -0.718 3.930 -0.216
C 2.725 -1.604 2.946 -0.109
H 0.568 1.548 7.681 0.108
H 1.316 0.294 8.486 0.033
H -0.314 0.258 8.619 0.112
H 2.422 0.027 6.127 0.185
H 1.121 0.520 5.291 0.085
H 0.431 -1.408 4.429 0.112
H 1.765 -2.355 5.206 0.183
H 2.055 -2.203 2.725 -0.021
H 3.509 -2.234 3.254 0.063
H 3.305 -1.137 1.952 0.142
C 0.860 -0.069 -5.158 -0.080
O -0.133 -1.129 -5.105 -0.156
C -0.115 -1.739 -3.825 -0.182
C -1.023 -2.824 -3.855 -0.215
O -0.915 -3.381 -2.593 -0.132
C -1.720 -4.477 -2.411 -0.091
H 1.892 -0.108 -5.128 0.051
H 0.570 0.751 -4.421 0.091
H 0.503 0.395 -6.106 0.098
H -0.463 -0.985 -3.038 0.173
H 0.762 -1.972 -3.835 0.042
H -0.838 -3.418 -4.538 0.077
H -1.878 -2.470 -3.974 0.060
H -1.729 -5.025 -3.370 0.113
H -2.620 -4.047 -2.173 0.068
H -1.549 -5.056 -1.545 0.061
C 2.780 -0.367 -1.580 0.013
O 2.462 0.842 -2.365 -0.200
C 3.518 1.757 -2.471 -0.288
C 3.244 2.682 -3.394 -0.221
O 4.199 3.774 -3.214 -0.144
C 4.040 4.868 -4.151 -0.074
H 3.447 -0.715 -2.064 -0.024
H 1.825 -1.006 -1.440 0.129
H 3.077 -0.061 -0.584 0.071
H 4.347 1.337 -2.728 0.089
H 3.315 2.091 -1.408 0.166
H 2.231 3.134 -3.282 0.142
H 3.100 2.200 -4.395 0.155
H 4.433 5.852 -3.929 0.090
H 3.058 5.097 -4.017 0.043
H 4.161 4.734 -5.187 0.072
C -6.443 -3.838 -5.547 -0.098
C -5.703 -2.628 -6.111 -0.251
C -4.387 -2.257 -5.516 -0.330
C -3.691 -1.313 -6.161 -0.333
C -4.047 0.141 -5.883 -0.060
H -7.432 -3.898 -5.880 0.058
H -6.630 -3.758 -4.636 -0.021
H -5.890 -4.805 -5.743 0.106
H -6.515 -1.819 -5.989 0.132
H -5.697 -2.643 -7.237 0.124
H -3.781 -3.120 -5.599 0.110
H -4.514 -1.950 -4.355 0.185
H -3.739 -1.598 -7.259 0.158
H -2.765 -1.454 -5.909 0.035
H -4.918 0.351 -6.318 0.013
H -3.252 0.900 -6.152 0.093
H -4.323 0.424 -4.856 0.082
C -2.680 1.863 2.984 -0.139
C -2.360 1.407 4.443 -0.235
C -2.935 2.419 5.449 -0.367
C -3.009 1.892 6.635 -0.357
C -3.588 2.843 7.737 -0.096
H -2.396 0.887 2.308 0.083
H -2.097 2.835 2.568 0.098
H -3.754 2.140 2.650 0.081
H -1.322 1.126 4.617 0.099
H -3.027 0.554 4.442 0.103
H -3.943 2.810 5.262 0.133
H -2.298 3.356 5.319 0.156
H -1.804 1.548 6.868 0.172
H -3.462 0.989 6.717 0.084
H -4.661 3.297 7.619 0.102
H -3.032 3.742 7.981 0.045
H -3.478 2.372 8.779 0.080
```

Summary:
- structure (SMILES) = COCCOC.COCCOC.COCCOC.COCCOC.COCCOC.COCCOC.CCCCC.CCCCC
- molecular weight (g/mol) = 685.0
- orbital gap (eV) = 10.07
- HOMO (eV) = -9.3820
- max |F| (eV Å⁻¹) = 14.08

# 2
Molecular formula: C34H85N17O10
Method: DFT, the ωB97M-V functional and the def2-TZVPD basis

The geometry in XYZ format:
```
146
Properties=species:S:1:pos:R:3:lowdin_charge:R:1
C 1.962 2.939 -4.332 -0.010
C 3.112 1.916 -4.693 -0.490
C 2.678 1.091 -5.960 -0.027
C 4.344 2.681 -5.068 -0.173
C 5.016 3.361 -3.887 -0.164
C 5.421 2.275 -2.871 -0.146
C 4.315 1.330 -2.422 -0.479
C 4.992 0.041 -1.870 -0.025
C 3.449 2.032 -1.354 -0.017
N 3.600 0.928 -3.669 -0.054
O 2.529 0.011 -3.334 -0.100
H 1.591 3.426 -5.288 0.103
H 1.073 2.491 -3.905 0.062
H 2.325 3.778 -3.757 0.056
H 1.781 0.538 -5.755 0.059
H 2.430 1.735 -6.844 0.093
H 3.612 0.498 -6.114 0.093
H 5.085 2.072 -5.599 0.124
H 4.017 3.413 -5.807 0.122
H 5.880 3.949 -4.158 0.107
H 4.385 4.064 -3.378 0.090
H 5.995 2.679 -1.973 0.147
H 6.087 1.622 -3.411 0.099
H 6.001 -0.175 -2.253 0.080
H 4.419 -0.852 -2.108 0.051
H 5.203 0.002 -0.800 0.079
H 2.648 1.498 -0.994 0.027
H 3.024 2.974 -1.691 0.081
H 4.086 2.285 -0.505 0.086
H 1.847 0.451 -2.728 0.082
C -2.686 -0.140 2.962 -0.036
C -2.208 -1.314 3.752 -0.494
C -0.630 -1.017 4.043 -0.006
C -2.927 -1.337 5.090 -0.137
C -2.497 -2.561 5.904 -0.171
C -2.643 -3.910 5.171 -0.143
C -1.974 -3.866 3.775 -0.470
C -0.462 -3.963 3.942 -0.025
C -2.629 -5.007 2.999 -0.043
N -2.466 -2.583 3.074 -0.070
O -2.016 -2.499 1.728 -0.059
H -2.153 0.134 2.041 0.079
H -3.709 -0.299 2.612 0.081
H -2.788 0.634 3.687 0.073
H 0.106 -1.171 3.207 0.076
H -0.506 0.003 4.376 0.060
H -0.234 -1.620 4.838 0.040
H -2.745 -0.417 5.647 0.122
H -4.009 -1.448 4.902 0.129
H -1.412 -2.418 6.182 0.106
H -3.043 -2.670 6.871 0.118
H -3.667 -4.172 4.994 0.098
H -2.322 -4.760 5.767 0.122
H 0.130 -3.322 3.313 0.043
H -0.144 -4.998 3.874 0.087
H -0.091 -3.662 4.952 0.089
H -3.701 -4.769 2.935 0.086
H -2.459 -5.919 3.578 0.088
H -2.195 -5.123 1.995 0.071
H -1.079 -2.342 1.778 0.022
C 2.285 4.380 2.258 -0.008
C 1.293 3.306 2.677 -0.540
C 0.633 2.818 1.356 -0.018
C 2.027 2.148 3.353 -0.139
C 2.490 2.484 4.731 -0.173
C 1.355 2.890 5.636 -0.126
C 0.491 3.949 4.987 -0.518
C -0.860 4.062 5.703 -0.038
C 1.086 5.368 5.198 -0.036
N 0.235 3.663 3.580 -0.072
O -0.404 4.771 2.937 -0.022
H 2.850 3.839 1.459 0.090
H 1.672 5.176 1.780 0.105
H 2.919 4.561 3.091 0.052
H 0.255 3.648 0.807 0.056
H 1.334 2.283 0.718 0.073
H -0.165 2.190 1.529 0.051
H 1.367 1.261 3.373 0.116
H 2.744 1.839 2.596 0.120
H 3.066 1.647 5.101 0.114
H 3.152 3.342 4.653 0.103
H 1.639 3.386 6.559 0.124
H 0.760 2.011 5.862 0.115
H -1.454 3.140 5.624 0.086
H -1.362 4.976 5.371 0.086
H -0.694 4.190 6.747 0.069
H 1.029 5.736 6.235 0.090
H 0.484 6.140 4.693 0.085
H 2.086 5.506 4.840 0.060
H -1.267 4.419 2.747 0.103
N -0.949 3.847 -1.574 0.175
C -1.795 4.012 -2.651 -0.694
N -2.406 2.924 -3.083 0.174
O -2.025 5.116 -3.152 -0.006
H -0.432 4.631 -1.311 0.074
H -0.568 2.969 -1.369 0.033
H -3.139 2.995 -3.790 0.119
H -2.006 2.022 -2.916 0.061
N -1.513 -0.856 -2.528 0.184
C -0.844 -0.127 -1.586 -0.637
N -0.944 -0.501 -0.347 0.221
O -0.019 0.787 -1.859 -0.050
H -1.950 -0.346 -3.303 0.066
H -2.138 -1.432 -2.009 0.034
H -0.383 -0.053 0.334 0.097
H -1.699 -1.069 -0.027 0.061
N 2.747 -3.260 -3.820 0.159
C 1.414 -3.515 -4.010 -0.636
N 0.586 -2.411 -4.024 0.195
O 1.023 -4.689 -4.149 -0.026
H 3.288 -4.059 -3.957 0.081
H 3.087 -2.286 -3.781 0.099
H 0.971 -1.573 -3.619 0.061
H -0.387 -2.578 -3.913 0.041
N -2.676 -0.609 -6.801 0.186
C -3.055 -0.677 -5.542 -0.683
N -3.599 -1.856 -5.056 0.165
O -2.864 0.242 -4.776 0.004
H -2.842 -1.351 -7.446 0.104
H -2.282 0.263 -7.108 0.120
H -3.363 -2.686 -5.554 0.081
H -3.422 -2.053 -4.082 0.056
N 2.251 -2.737 -0.403 0.187
C 1.113 -2.927 0.321 -0.677
N 0.251 -3.720 -0.296 0.198
O 0.884 -2.383 1.392 -0.004
H 2.419 -3.120 -1.318 0.069
H 2.917 -2.024 -0.202 0.091
H -0.560 -4.039 0.207 0.089
H 0.405 -4.130 -1.225 0.112
N -5.074 -2.206 0.932 0.156
C -4.872 -1.708 -0.354 -0.644
N -6.001 -1.437 -0.991 0.176
O -3.723 -1.583 -0.799 -0.002
H -4.216 -2.546 1.412 0.081
H -5.903 -2.104 1.483 0.089
H -5.948 -0.966 -1.867 0.112
H -6.865 -1.782 -0.562 0.124
N -1.598 -5.703 -3.029 0.180
C -2.219 -4.595 -2.626 -0.649
N -2.906 -4.724 -1.482 0.185
O -2.176 -3.464 -3.175 -0.037
H -0.723 -5.488 -3.498 0.072
H -1.576 -6.490 -2.411 0.101
H -3.069 -5.659 -1.192 0.096
H -3.423 -3.928 -1.169 0.081
```

Summary:
- structure (SMILES) = CC1(C)CCCC(C)(C)N1O.CC1(C)CCCC(C)(C)N1O.CC1(C)CCCC(C)(C)N1O.NC(N)=O.NC(N)=O.NC(N)=O.NC(N)=O.NC(N)=O.NC(N)=O.NC(N)=O
- molecular weight (g/mol) = 892.2
- energy relative to the best compared isomer or geometry (same formula, charge and spin) (kcal per mole) = 0.0
- orbital gap (eV) = 8.66
- HOMO (eV) = -8.4078
- max |F| (eV Å⁻¹) = 3.56

# 3
Molecular formula: C34H86BaF3N6O13S
Method: DFT, the ωB97M-V functional and the def2-TZVPD basis

The geometry in XYZ format:
```
144
Properties=species:S:1:pos:R:3:lowdin_charge:R:1
Ba -2.456 -0.244 4.027 2.027
C 0.022 1.191 0.007 -0.656
F 0.332 1.406 -1.259 0.152
F 1.113 0.650 0.589 0.106
F -0.270 2.337 0.612 0.133
S -1.408 0.059 0.068 0.465
O -1.006 -1.213 -0.418 -0.269
O -1.837 0.068 1.461 -0.509
O -2.356 0.673 -0.811 -0.299
C -4.736 5.123 -0.293 -0.051
C -3.929 4.113 -1.079 -0.428
C -2.448 4.172 -0.804 -0.202
O -1.953 5.467 -1.145 -0.163
C -0.606 5.573 -0.894 -0.143
N -4.421 2.753 -0.798 0.060
H -4.442 5.116 0.766 0.064
H -5.802 4.931 -0.374 0.080
H -4.521 6.122 -0.676 0.083
H -4.092 4.287 -2.145 0.150
H -1.947 3.444 -1.456 0.129
H -2.284 3.980 0.269 0.108
H -0.341 5.307 0.145 0.081
H -0.258 6.601 -1.010 0.091
H -0.014 4.951 -1.580 0.094
H -3.752 2.118 -1.232 0.036
H -4.363 2.516 0.187 0.037
C 2.405 -0.825 4.675 -0.043
C 0.999 -0.809 4.151 -0.440
C 0.675 -2.113 3.461 -0.168
O -0.715 -2.129 3.118 -0.381
C -1.010 -3.181 2.182 -0.068
N 0.063 -0.356 5.206 -0.088
H 3.088 -1.190 3.907 0.090
H 2.554 -1.528 5.500 0.098
H 2.673 0.187 4.966 0.060
H 0.967 -0.013 3.398 0.136
H 0.890 -2.973 4.103 0.149
H 1.292 -2.098 2.563 0.134
H -1.922 -2.954 1.620 0.076
H -1.246 -4.114 2.710 0.105
H -0.248 -3.327 1.420 0.094
H 0.132 -0.979 6.019 0.100
H 0.397 0.510 5.630 0.087
C -1.767 -0.422 -4.061 -0.040
C -3.272 -0.658 -4.078 -0.395
C -3.595 -1.972 -4.770 -0.219
O -2.996 -2.054 -6.036 -0.172
C -2.195 -3.175 -6.217 -0.104
N -3.853 -0.732 -2.720 0.037
H -1.290 -1.325 -3.662 0.063
H -1.486 0.479 -3.521 0.066
H -1.391 -0.319 -5.085 0.083
H -3.786 0.122 -4.654 0.137
H -4.677 -2.115 -4.878 0.133
H -3.281 -2.797 -4.101 0.074
H -1.264 -3.081 -5.640 0.089
H -1.864 -3.173 -7.255 0.097
H -2.751 -4.081 -5.975 0.077
H -3.503 -1.609 -2.319 0.006
H -3.455 -0.019 -2.104 0.016
C -0.476 -4.693 -2.000 -0.043
C -1.592 -4.079 -2.803 -0.421
C -2.405 -5.083 -3.511 -0.265
O -1.641 -5.774 -4.455 -0.175
C -2.373 -6.805 -5.065 -0.110
N -2.448 -3.196 -1.940 0.041
H 0.282 -3.985 -1.653 0.069
H 0.015 -5.494 -2.565 0.086
H -0.848 -5.156 -1.073 0.080
H -1.213 -3.340 -3.521 0.113
H -3.334 -4.651 -3.916 0.116
H -2.819 -5.775 -2.738 0.142
H -2.598 -7.623 -4.365 0.092
H -1.766 -7.218 -5.871 0.093
H -3.321 -6.482 -5.516 0.091
H -2.568 -3.719 -1.059 0.075
H -1.834 -2.458 -1.555 0.037
C 2.587 2.954 2.416 -0.064
C 3.548 3.512 3.452 -0.445
C 3.363 4.996 3.673 -0.216
O 4.299 5.531 4.580 -0.189
C 5.600 5.675 4.053 -0.097
N 3.331 2.825 4.757 0.046
H 1.575 3.243 2.717 0.071
H 2.753 1.889 2.268 0.059
H 2.761 3.426 1.443 0.089
H 4.559 3.300 3.080 0.127
H 2.376 5.214 4.080 0.130
H 3.484 5.523 2.711 0.133
H 5.591 6.410 3.235 0.095
H 5.987 4.747 3.613 0.081
H 6.266 5.989 4.847 0.092
H 3.817 1.927 4.702 0.056
H 3.911 3.322 5.440 0.075
C -4.780 -1.676 0.524 -0.225
C -6.172 -1.080 0.589 -0.199
O -6.503 -0.613 1.919 -0.069
O -4.743 -2.983 1.136 -0.075
H -4.032 -1.061 1.014 0.080
H -4.540 -1.741 -0.545 0.100
H -6.854 -1.861 0.252 0.127
H -6.274 -0.244 -0.110 0.127
H -6.457 0.343 1.862 0.056
H -4.852 -3.641 0.443 0.084
C -3.552 3.018 3.286 -0.215
C -2.101 3.330 3.382 -0.189
O -1.350 2.249 3.993 -0.230
O -3.784 1.807 2.529 -0.200
H -4.024 3.816 2.704 0.124
H -4.097 2.964 4.236 0.130
H -1.934 4.267 3.910 0.145
H -1.722 3.477 2.366 0.108
H -0.655 2.594 4.564 0.094
H -4.697 1.804 2.225 0.084
C 5.562 -0.398 1.108 -0.035
C 5.599 -1.345 -0.066 -0.533
C 4.555 -2.473 0.082 -0.134
C 3.186 -1.955 -0.283 -0.190
C 3.168 -1.485 -1.753 -0.122
C 4.170 -0.373 -1.978 -0.526
N 5.465 -0.756 -1.392 -0.082
O 6.424 0.285 -1.559 -0.009
C 4.395 -0.297 -3.499 -0.027
C 3.610 0.940 -1.501 -0.036
C 6.954 -2.082 -0.069 -0.032
H 4.639 0.194 1.167 0.057
H 5.765 -0.905 2.044 0.087
H 6.294 0.397 0.912 0.086
H 4.828 -3.334 -0.522 0.125
H 4.500 -2.748 1.140 0.117
H 2.394 -2.715 -0.187 0.103
H 2.844 -1.169 0.404 0.085
H 2.151 -1.148 -1.981 0.121
H 3.327 -2.386 -2.350 0.128
H 4.845 -1.230 -3.844 0.090
H 5.116 0.461 -3.818 0.082
H 3.460 -0.106 -4.028 0.089
H 4.246 1.818 -1.684 0.090
H 3.488 0.933 -0.411 0.059
H 2.661 1.233 -1.944 0.082
H 6.969 -2.810 0.746 0.085
H 7.050 -2.621 -1.009 0.090
H 7.807 -1.410 0.025 0.083
H 5.992 1.079 -1.205 0.077
```

Summary:
- molecular weight (g/mol) = 1013.5
- energy relative to the best compared isomer or geometry (same formula, charge and spin) (kcal per mole) = 46.5
- orbital gap (eV) = 6.26
- HOMO (eV) = -9.8925
- max |F| (eV Å⁻¹) = 2.53
- net charge = +1